No. 1
{"formula": "C42H40BrF4N8O2PSn", "method": "the ωB97M-V functional and the def2-TZVPD basis", "homo_energy_ev": -6.912, "symbols": ["Sn", "O", "C", "C", "C", "C", "C", "C", "C", "N", "C", "C", "N", "C", "C", "C", "C", "C", "C", "C", "O", "H", "H", "H", "H", "H", "H", "H", "H", "H", "H", "H", "H", "H", "H", "F", "C", "C", "F", "C", "F", "C", "P", "C", "C", "C", "C", "C", "C", "C", "C", "C", "C", "C", "C", "C", "Br", "C", "F", "H", "H", "H", "H", "H", "H", "H", "H", "H", "H", "C", "C", "N", "C", "C", "N", "C", "C", "H", "H", "H", "H", "H", "H", "H", "H", "H", "H", "H", "H", "N", "C", "N", "N", "C", "N", "H", "H", "H", "H"], "xyz": [[-0.1901, 0.0316, -0.6488], [-0.6152, 1.2127, 1.4841], [-0.3717, 2.4729, 1.6246], [-1.3380, 3.3543, 2.2064], [-1.1130, 4.7052, 2.3336], [0.1095, 5.2802, 1.9288], [1.0760, 4.4540, 1.4114], [0.8696, 3.0706, 1.2305], [1.9868, 2.2983, 0.7151], [1.9655, 1.0969, 0.2667], [3.2516, 0.4797, -0.0818], [3.0575, -0.9947, -0.4051], [1.9956, -1.1229, -1.3833], [2.2311, -1.6469, -2.5139], [1.3101, -1.6181, -3.6463], [1.4895, -2.5502, -4.6808], [0.7565, -2.5046, -5.8437], [-0.1605, -1.4505, -6.0097], [-0.3409, -0.5040, -5.0283], [0.3611, -0.5525, -3.7858], [0.1665, 0.3712, -2.8898], [-2.2761, 2.9119, 2.5307], [-1.8882, 5.3391, 2.7545], [0.2900, 6.3410, 2.0500], [2.0385, 4.8732, 1.1218], [2.9522, 2.8211, 0.7558], [3.9553, 0.5547, 0.7491], [3.6961, 0.9835, -0.9459], [2.7539, -1.5158, 0.5081], [4.0027, -1.4209, -0.7512], [3.2119, -2.1024, -2.6994], [2.2351, -3.3318, -4.5440], [0.9030, -3.2421, -6.6221], [-0.7257, -1.3739, -6.9334], [-1.0304, 0.3217, -5.1689], [0.2877, -4.1549, 6.9769], [-0.1814, -3.7325, 5.8135], [-1.3930, -4.1918, 5.3520], [-2.0869, -5.0592, 6.0771], [-1.8696, -3.7548, 4.1363], [-3.0353, -4.2713, 3.7467], [-1.1794, -2.8446, 3.3455], [-1.8389, -2.2005, 1.7244], [-2.2456, -3.8123, 0.9204], [-1.3622, -4.8865, 1.0502], [-1.5475, -6.0612, 0.3262], [-2.6126, -6.1753, -0.5577], [-3.4877, -5.1075, -0.7143], [-3.3024, -3.9360, 0.0129], [-3.4494, -1.5129, 2.3073], [-4.6838, -2.1624, 2.3680], [-5.8146, -1.4793, 2.8043], [-5.7258, -0.1465, 3.1939], [-4.4988, 0.5018, 3.1527], [-3.3684, -0.1750, 2.7073], [0.0555, -2.4011, 3.8389], [1.1322, -1.1885, 2.8818], [0.5432, -2.8459, 5.0523], [1.7235, -2.4402, 5.5211], [-0.5167, -4.8083, 1.7262], [-0.8605, -6.8897, 0.4621], [-2.7598, -7.0916, -1.1214], [-4.3167, -5.1811, -1.4123], [-3.9762, -3.1030, -0.1442], [-4.7728, -3.2035, 2.0895], [-6.7679, -1.9951, 2.8456], [-6.6119, 0.3820, 3.5305], [-4.4238, 1.5420, 3.4566], [-2.4071, 0.3361, 2.6417], [-3.4877, 1.1543, -0.5795], [-4.7135, 2.0564, -0.8985], [-4.4255, 2.9179, -2.0573], [-3.2849, 3.7860, -1.7326], [-2.0479, 2.9274, -1.3509], [-2.3767, 1.4914, -1.4861], [-2.7871, 1.2419, -2.8819], [-4.0630, 2.0713, -3.2016], [-3.7176, 0.0942, -0.7116], [-3.1374, 1.2931, 0.4456], [-4.9617, 2.6995, -0.0523], [-5.5956, 1.4560, -1.1297], [-3.5760, 4.4355, -0.9057], [-3.0829, 4.4192, -2.5990], [-1.7505, 3.1169, -0.3249], [-1.1924, 3.1367, -1.9965], [-2.9622, 0.1734, -2.9999], [-1.9478, 1.5128, -3.5204], [-4.9122, 1.4204, -3.4204], [-3.9104, 2.7169, -4.0688], [-2.2147, -5.1263, -4.8441], [-1.8706, -4.3734, -3.7712], [-1.0373, -4.9055, -2.8688], [-2.4170, -3.1925, -3.6487], [-2.1512, -2.4521, -2.5904], [-1.9490, -1.7863, -1.6537], [-1.6607, -5.9212, -5.0993], [-2.7067, -4.6449, -5.5747], [-0.6162, -5.8012, -3.0005], [-0.7576, -4.3505, -2.0774]], "atomic_forces_ev_per_a": [[0.1, -0.1, -0.1], [-0.1, 0.7, -0.2], [0.1, -0.3, 0.1], [0.1, 0.0, 0.0], [0.2, -0.1, -0.1], [-0.2, -0.1, 0.1], [0.1, -0.1, 0.0], [0.1, 0.0, -0.1], [-0.1, 0.0, 0.2], [0.0, -0.1, -0.1], [-0.2, 0.2, -0.1], [-0.3, -0.1, 0.1], [0.1, 0.1, 0.2], [-0.1, 0.0, -0.3], [-0.1, 0.2, 0.1], [0.0, 0.0, 0.2], [-0.2, 0.1, 0.0], [0.1, -0.1, 0.1], [0.1, 0.0, 0.2], [0.1, 0.0, 0.0], [0.0, -0.2, 0.0], [0.1, 0.0, 0.0], [0.1, -0.1, 0.0], [0.0, -0.1, 0.0], [-0.1, -0.1, 0.0], [0.0, 0.0, 0.0], [0.1, 0.1, 0.1], [0.0, 0.0, 0.0], [0.0, 0.0, -0.1], [0.1, -0.1, -0.1], [0.0, -0.1, 0.0], [0.0, 0.1, 0.0], [0.0, 0.0, 0.0], [0.0, 0.0, 0.1], [0.0, -0.1, 0.0], [0.1, -0.1, 0.3], [0.0, -0.1, 0.1], [0.0, -0.1, 0.0], [-0.1, -0.2, 0.1], [0.0, 0.1, -0.2], [-0.2, 0.0, -0.1], [0.1, 0.1, -0.1], [-0.3, -0.5, 0.2], [0.0, 0.0, -0.1], [0.0, 0.0, -0.1], [0.0, 0.1, 0.0], [-0.1, 0.0, 0.1], [0.0, 0.1, 0.1], [0.0, -0.1, 0.0], [0.0, 0.1, 0.0], [0.0, 0.1, 0.1], [0.1, 0.0, 0.0], [0.0, -0.1, 0.0], [0.0, 0.0, 0.0], [0.1, 0.0, 0.0], [-0.1, 0.0, -0.2], [0.0, 0.1, 0.0], [0.2, 0.2, -0.1], [0.0, 0.0, 0.0], [0.0, 0.0, 0.0], [0.0, 0.1, 0.0], [0.0, 0.1, 0.1], [0.1, 0.0, 0.1], [0.0, 0.0, 0.0], [0.0, 0.0, 0.0], [0.1, 0.0, 0.0], [0.1, 0.0, 0.0], [0.0, -0.1, 0.0], [-0.1, 0.0, 0.0], [0.0, 0.1, 0.0], [0.2, 0.0, -0.2], [0.1, -0.1, 0.1], [-0.1, -0.2, 0.0], [-0.2, -0.1, -0.1], [0.2, 0.1, -0.1], [-0.1, 0.1, 0.1], [0.0, 0.0, 0.2], [0.0, 0.0, 0.0], [0.0, 0.0, 0.0], [0.0, 0.0, 0.0], [0.0, 0.0, 0.0], [0.0, 0.0, 0.0], [0.0, 0.0, 0.0], [0.0, 0.0, 0.1], [0.0, 0.0, 0.0], [0.0, 0.0, 0.0], [0.0, 0.0, 0.0], [0.0, 0.0, 0.0], [0.0, 0.0, 0.0], [0.0, 0.1, 0.2], [0.1, 0.0, 0.2], [0.2, 0.2, -0.2], [-0.3, 0.5, 0.0], [0.3, -0.1, 0.2], [-0.4, -0.5, -0.8], [0.1, 0.0, 0.0], [0.0, 0.0, -0.1], [0.1, -0.2, 0.0], [0.0, 0.0, 0.1]]}

=====

No. 2
{"formula": "C42H40Cl3N13O3STi", "method": "the ωB97M-V functional and the def2-TZVPD basis", "homo_energy_ev": [-5.744, -7.876], "multiplicity": 3, "relative_energy_ev": 0.8420, "symbols": ["Ti", "O", "C", "N", "C", "C", "C", "C", "C", "C", "N", "C", "C", "C", "C", "C", "N", "H", "H", "H", "H", "H", "H", "H", "H", "H", "H", "Cl", "C", "C", "C", "C", "C", "C", "N", "C", "C", "N", "C", "O", "C", "C", "C", "Cl", "S", "C", "C", "C", "Cl", "C", "H", "H", "H", "H", "H", "H", "H", "H", "H", "H", "H", "H", "H", "O", "N", "C", "C", "N", "C", "N", "C", "N", "C", "C", "N", "N", "C", "C", "H", "H", "H", "H", "H", "H", "H", "H", "H", "H", "H", "H", "H", "N", "C", "C", "C", "C", "C", "N", "C", "H", "H", "H", "H"], "xyz": [[-1.8452, 0.3197, 0.6654], [0.4718, 3.1575, 2.6776], [-0.3661, 2.4344, 2.1417], [-0.1580, 1.4575, 1.2306], [1.2584, 1.3641, 0.9090], [1.6167, 2.0259, -0.4016], [2.7528, 2.8320, -0.4721], [3.0375, 3.4968, -1.6508], [2.1961, 3.3216, -2.7400], [1.1023, 2.4859, -2.5838], [0.8117, 1.8543, -1.4482], [-1.8129, 2.6497, 2.5107], [-2.1434, 3.5596, 3.4985], [-3.4810, 3.7485, 3.8046], [-4.4316, 3.0246, 3.1036], [-4.0125, 2.1246, 2.1388], [-2.7228, 1.9308, 1.8435], [1.5997, 0.3224, 0.9055], [1.8175, 1.8921, 1.6828], [3.3631, 2.9786, 0.4102], [3.8984, 4.1513, -1.7169], [2.3741, 3.8250, -3.6804], [0.4136, 2.3187, -3.4073], [-1.3402, 4.0913, 3.9873], [-3.7765, 4.4501, 4.5738], [-5.4902, 3.1377, 3.2902], [-4.7322, 1.5414, 1.5870], [8.2071, -0.3180, -2.5586], [6.8297, -1.3053, -2.1848], [5.5591, -0.7774, -2.3063], [4.4679, -1.5691, -1.9831], [4.6145, -2.8840, -1.5583], [3.4572, -3.7896, -1.1904], [2.0750, -3.4592, -1.8196], [1.1186, -2.8412, -0.9154], [0.4686, -3.4908, 0.1050], [-0.3485, -2.5725, 0.6759], [-0.2251, -1.3633, 0.0274], [0.6725, -1.5596, -0.9144], [3.3508, -3.9955, 0.2062], [3.4634, -2.8445, 1.0410], [4.8839, -2.5177, 1.3971], [5.7312, -3.3621, 2.0492], [5.3639, -4.9394, 2.6126], [7.2892, -2.6959, 2.2859], [6.8218, -1.2359, 1.5232], [5.5306, -1.2799, 1.1042], [5.9180, -3.3761, -1.4586], [6.2030, -4.9990, -0.9132], [7.0257, -2.6063, -1.7611], [5.4219, 0.2351, -2.6442], [3.4823, -1.1304, -2.0662], [3.7211, -4.7778, -1.5697], [1.6273, -4.3960, -2.1486], [2.1700, -2.8298, -2.7027], [0.6443, -4.5302, 0.3173], [-1.0719, -2.7197, 1.4576], [0.9779, -0.8246, -1.6398], [2.8890, -3.0905, 1.9353], [2.9990, -1.9667, 0.5830], [7.5289, -0.4291, 1.4184], [5.0401, -0.4669, 0.5845], [8.0206, -3.0156, -1.6626], [-2.7745, -1.2559, 0.0476], [-3.7065, -0.3022, 0.3112], [-4.9261, -0.4621, -0.2790], [-5.7774, 0.6568, -0.3620], [-6.4437, 1.6052, -0.3849], [-5.2731, -1.6683, -0.9245], [-5.5487, -2.6427, -1.4842], [-4.3077, 0.1741, -3.5855], [-3.0621, 0.5539, -2.9365], [-2.0099, -0.4444, -2.9633], [-2.9669, 1.6410, -2.1249], [-2.1874, 1.6408, -1.0773], [-3.7339, 2.7222, -2.4644], [-4.0355, 3.7310, -1.4720], [-3.9345, 3.1168, -3.8458], [-4.5243, -0.8702, -3.3578], [-4.2477, 0.2873, -4.6723], [-5.1274, 0.7807, -3.2080], [-1.7316, -0.6476, -4.0030], [-2.3366, -1.3717, -2.4897], [-1.1481, -0.0616, -2.4257], [-1.9929, 2.5883, -0.7742], [-3.2616, 4.5078, -1.4155], [-4.1562, 3.2659, -0.4963], [-4.9826, 4.2045, -1.7293], [-3.3731, 2.4636, -4.5081], [-3.5747, 4.1397, -3.9895], [-4.9899, 3.0802, -4.1272], [-5.3687, -1.5966, 5.7307], [-4.3432, -1.4144, 5.2476], [-3.0580, -1.1709, 4.6471], [-1.8974, -1.1845, 5.4124], [-0.6927, -0.9423, 4.7791], [-0.6991, -0.6719, 3.4218], [-1.8171, -0.6316, 2.6864], [-2.9773, -0.8990, 3.2874], [-1.9466, -1.3862, 6.4737], [0.2420, -0.9507, 5.3204], [0.2219, -0.4679, 2.8920], [-3.8590, -0.8889, 2.6578]], "atomic_forces_ev_per_a": [[0.8, -0.1, -1.2], [0.1, 0.1, 0.1], [-0.2, 0.1, -0.2], [0.2, 0.5, 0.6], [0.1, -0.1, -0.1], [0.1, 0.2, 0.0], [-0.1, 0.1, 0.0], [0.1, 0.0, -0.1], [0.0, 0.0, 0.0], [0.0, 0.0, 0.0], [0.1, -0.3, 0.0], [0.1, 0.0, 0.0], [-0.1, 0.0, 0.0], [0.0, 0.0, 0.0], [0.0, 0.0, 0.0], [0.0, 0.0, 0.0], [-0.1, 0.3, 0.4], [-0.2, 0.0, -0.1], [0.1, -0.2, 0.0], [0.0, 0.0, 0.0], [0.0, 0.0, 0.0], [0.0, 0.0, 0.0], [0.0, 0.0, 0.0], [0.0, 0.0, 0.0], [0.0, 0.0, 0.0], [0.0, 0.0, 0.0], [0.0, 0.0, 0.0], [0.0, 0.0, 0.0], [0.0, 0.1, 0.0], [0.0, -0.1, 0.0], [0.0, -0.1, -0.1], [0.0, 0.0, -0.1], [0.0, 0.0, 0.0], [0.0, 0.1, 0.1], [0.1, 0.2, 0.0], [0.0, -0.1, 0.0], [-0.2, 0.0, 0.0], [0.3, 0.2, 0.2], [-0.2, -0.1, 0.0], [-0.1, 0.0, 0.1], [0.0, 0.0, 0.0], [0.1, 0.1, 0.1], [-0.1, 0.0, 0.0], [0.0, 0.0, 0.0], [0.1, 0.0, 0.0], [0.0, 0.0, 0.0], [0.0, 0.0, 0.1], [0.0, -0.1, 0.0], [0.0, 0.0, -0.1], [0.0, 0.0, 0.0], [0.0, 0.2, 0.0], [-0.1, 0.0, 0.0], [0.0, 0.0, 0.0], [0.0, 0.0, 0.0], [0.0, 0.0, 0.0], [0.0, 0.0, 0.0], [0.0, 0.0, 0.0], [0.1, 0.1, 0.0], [0.0, 0.0, 0.0], [0.0, 0.0, 0.0], [0.0, 0.0, 0.0], [0.0, 0.0, 0.1], [0.0, 0.0, 0.0], [-0.5, -0.4, -0.1], [-0.9, -0.2, 0.2], [0.1, 0.0, -0.2], [-0.1, 0.0, 0.1], [0.0, 0.0, -0.1], [0.0, 0.0, 0.0], [0.0, 0.0, 0.0], [0.0, 0.0, 0.0], [0.0, 0.0, 0.1], [0.0, 0.0, 0.0], [0.0, -0.1, 0.1], [0.0, -0.1, 0.0], [0.0, 0.0, 0.0], [0.0, 0.0, 0.0], [0.0, 0.0, 0.0], [0.0, 0.0, 0.0], [0.0, 0.0, 0.0], [0.0, 0.0, 0.0], [0.0, 0.0, 0.0], [0.0, 0.0, 0.0], [0.1, 0.0, 0.0], [0.0, 0.0, 0.0], [0.0, 0.0, 0.0], [0.0, 0.0, 0.0], [0.0, 0.0, 0.0], [0.0, 0.0, 0.0], [0.0, 0.0, 0.0], [0.0, 0.0, 0.0], [0.0, 0.0, 0.0], [0.1, 0.0, 0.0], [-0.1, 0.0, 0.0], [0.1, 0.0, 0.0], [-0.1, 0.0, 0.0], [0.0, 0.0, 0.0], [0.2, -0.1, 0.5], [0.0, -0.1, -0.1], [0.0, 0.0, 0.0], [0.0, 0.0, 0.0], [0.0, 0.0, 0.0], [0.0, 0.0, 0.0]]}

=====

- Number 1 is which compound?
  C42H40BrF4N8O2PSn